1.
Molecular formula: C24H27NOSiSn
Method: DFT, ωB97M-V with the def2-TZVPD basis set

Summary:
HOMO level (alpha / beta), eV: -3.61 / -3.62
Frontier orbital gap (alpha / beta), Eh: 0.1380 / 0.1382
LUMO energy (alpha / beta), eV: 0.1 / 0.1
Charge: 0
Energy above the lowest of the compared OMol25 structures with the same formula, charge and spin, eV: 3.404

Each line ends with the Mulliken charge.
Positions of all 55 atoms, in Å:
C 0.49766 -0.76719 1.85945  -0.69
C 1.78215 -0.94916 1.28067  0.13
C 2.63948 0.06378 1.76915  -1.05
H 2.05507 -1.76463 0.60070  0.62
C 1.89688 0.88348 2.67972  -0.80
C 0.53704 0.38398 2.70651  -0.67
H -0.23837 0.65447 3.42998  0.61
H -0.34990 -1.45071 1.72150  0.55
H 3.70718 0.13797 1.54637  0.41
H 2.30295 1.64549 3.33941  0.49
Sn 0.60605 2.19640 0.80778  0.42
C 0.29432 1.27355 -2.46930  -0.96
H 0.71076 1.86721 -1.64334  -0.15
H -0.63952 1.76349 -2.76606  0.31
H 1.01727 1.34924 -3.29569  0.46
Si 0.23027 -0.57092 -2.08907  -0.22
C -0.93884 -1.90639 -2.56862  0.84
C -0.90365 -3.03415 -1.71875  -0.30
H 0.00898 -3.27727 -1.17970  0.38
C -2.06527 -3.77533 -1.50876  -0.75
H -2.06721 -4.57487 -0.76617  0.41
C -3.20617 -3.49649 -2.27235  -0.51
H -4.11475 -4.08016 -2.11580  0.36
C -3.16739 -2.51218 -3.27262  -0.36
H -4.03920 -2.33901 -3.90647  0.38
C -2.01640 -1.74129 -3.44935  -0.87
H -1.95004 -0.99340 -4.24045  0.37
C 1.97271 -1.10056 -2.22856  0.75
C 2.30267 -2.40491 -2.60435  -0.44
H 1.55353 -3.05904 -3.05184  0.42
C 3.59062 -2.88148 -2.37807  -0.52
H 3.80132 -3.91886 -2.63117  0.39
C 4.56333 -2.05823 -1.80553  -0.61
H 5.53963 -2.45402 -1.53341  0.37
C 4.25758 -0.72125 -1.54573  -0.45
H 4.99114 -0.04278 -1.12075  0.44
C 2.97982 -0.23737 -1.79581  -0.30
H 2.75973 0.81488 -1.62475  0.16
H 0.19671 -0.30080 -0.43854  0.60
H 0.04807 -1.12155 -0.52507  -0.61
O -1.61448 0.99383 0.77174  -0.10
C -2.66006 1.44106 1.65782  -0.82
C -2.19970 2.61365 2.45795  0.59
C -3.09256 3.23076 3.32622  -0.84
C -2.65107 4.31522 4.07973  -0.25
C -1.32117 4.73005 3.94140  -0.74
C -0.48943 4.07350 3.05234  -0.02
N -0.93827 3.04593 2.29616  0.05
H -1.91914 0.19055 0.30843  0.13
H -3.52683 1.70735 1.03966  0.45
H -2.94971 0.61180 2.31954  0.43
H -4.10223 2.81416 3.34805  0.41
H -3.32675 4.82756 4.76277  0.39
H -0.90779 5.55104 4.51427  0.39
H 0.55296 4.35362 2.92877  0.33



2.
Molecular formula: C24H27NOSiTc
Method: DFT, ωB97M-V with the def2-TZVPD basis set

Summary:
HOMO level (alpha / beta), eV: -11.97 / -13.07
Frontier orbital gap (alpha / beta), Eh: 0.2158 / 0.1017
2S+1: 4
LUMO energy (alpha / beta), eV: -6.1 / -10.3
Charge: +2

Each line ends with the Mulliken charge.
Positions of all 55 atoms, in Å:
C -1.52414 -0.03872 -0.26761  -0.51
C -1.20561 1.04931 -1.13547  -0.75
C -0.31046 0.55059 -2.13006  -0.91
H -1.54920 2.08653 -1.04101  0.40
C -0.04918 -0.83204 -1.86599  -0.05
C -0.82151 -1.19948 -0.71047  -0.55
H -0.89891 -2.21723 -0.30110  0.52
H -2.23763 -0.00220 0.56840  0.63
H 0.09075 1.09806 -2.97862  0.98
H 0.53829 -1.49231 -2.49151  0.53
Tc 0.52593 0.30731 -0.21732  -0.15
C 3.12969 0.88448 -1.14783  -1.40
H 3.71011 -0.04501 -1.15916  0.44
H 2.55909 1.01819 -0.17134  0.10
H 2.23954 0.67472 -1.85862  0.25
Si 2.08295 2.95414 -2.53551  0.63
C 2.64695 4.75376 -2.32603  0.28
C 1.72513 5.65792 -2.91746  -0.19
H 0.81076 5.25398 -3.37521  0.30
C 1.97365 7.03539 -2.96724  -0.66
H 1.25827 7.68458 -3.45382  0.41
C 3.14710 7.54126 -2.40399  -0.42
H 3.33523 8.62012 -2.42782  0.38
C 4.07854 6.66653 -1.80481  -0.59
H 5.00940 7.08641 -1.38606  0.37
C 3.83342 5.29058 -1.75371  -0.31
H 4.56843 4.62979 -1.31160  0.38
C 3.07894 2.39363 -4.09323  0.63
C 3.32714 3.34160 -5.11519  -0.32
H 3.15056 4.40301 -4.93201  0.40
C 3.78769 2.93705 -6.37540  -0.47
H 3.94719 3.67534 -7.16020  0.43
C 4.02185 1.57726 -6.63872  -0.52
H 4.33285 1.24688 -7.64370  0.41
C 3.88597 0.64337 -5.60008  -0.48
H 4.04558 -0.42030 -5.79636  0.42
C 3.55791 1.07309 -4.31031  -0.08
H 3.66633 0.37454 -3.48633  0.32
H 0.64574 2.92104 -2.47040  -0.20
H 3.93148 1.57764 -1.28132  0.76
O 1.66900 -1.31633 0.32642  -0.26
C 1.60110 -2.02339 1.59608  -0.44
C 0.74343 -1.18288 2.46971  0.33
C 0.51083 -1.44837 3.81734  -0.86
C -0.30935 -0.59339 4.55888  -0.30
C -0.86912 0.49953 3.89108  -0.78
C -0.60639 0.72684 2.55046  -0.17
N 0.20100 -0.11530 1.82138  0.08
H 2.11771 -1.88005 -0.33458  0.32
H 1.15582 -3.02180 1.46501  0.37
H 2.60353 -2.11152 2.01980  0.45
H 1.01020 -2.33395 4.21471  0.46
H -0.49643 -0.77299 5.61026  0.45
H -1.52683 1.18953 4.39146  0.42
H -1.02046 1.57516 1.99072  0.53



Q: Which of these has the highest charge?
A: C24H27NOSiTc



Q: Among the records above, which one has the highest charge?
A: C24H27NOSiTc